[1]
Molecular formula: C4H5NO
Method: DFT, the ωB97M-V functional and the def2-TZVPD basis

Last column: Mulliken charge in e.
Atoms and positions in Å:
O 0.459 -1.573 -0.008  -0.51
N -0.294 0.560 0.358  -0.40
C 2.120 0.137 0.250  -0.97
C -1.426 0.299 -0.040  0.79
C 0.730 -0.407 0.135  0.71
C -2.645 0.068 -0.432  -0.99
H 2.788 -0.691 0.492  0.29
H 2.151 0.910 1.024  0.33
H -3.246 -0.696 0.053  0.26
H -3.053 0.789 -1.132  0.25
H 2.425 0.588 -0.701  0.25

Atomic forces in eV per Å
0.3 0.3 0.0
-0.6 -0.3 0.2
0.1 0.0 0.0
0.1 0.1 0.2
0.1 -0.4 -0.1
0.0 0.4 0.1
0.0 0.2 -0.1
0.0 -0.1 -0.2
0.1 0.3 -0.1
-0.2 -0.4 -0.2
-0.1 -0.1 0.1

## Properties
SMILES: C=C=NC(C)=O
LUMO level (eV): 0.5
Molar mass (g mol⁻¹): 83.09
Energy above the lowest of the compared OMol25 structures with the same formula, charge and spin (kcal/mol): 33.02
Calculated total energy (eV): -7765.0945
Gap between HOMO and LUMO (eV): 9.851
HOMO (eV): -9.36



[2]
Molecular formula: C4H5NO
Method: DFT, the ωB97M-V functional and the def2-TZVPD basis

Last column: Mulliken charge in e.
Atoms and positions in Å:
O 1.056 -0.858 -0.963  -0.41
N -0.858 -1.559 -0.124  -0.67
C 0.447 0.090 1.094  -0.65
C -0.264 0.860 -0.101  -0.49
C 0.303 -1.152 0.242  0.77
C -0.275 -0.371 -1.072  -0.16
H -0.143 0.072 2.008  0.28
H 1.476 0.401 1.265  0.27
H -1.276 1.163 0.179  0.29
H 0.294 1.720 -0.484  0.30
H -0.761 -0.367 -2.043  0.47

Atomic forces in eV per Å
0.0 -0.1 0.1
0.4 0.3 0.1
0.1 0.0 0.2
-0.1 0.1 -0.1
0.0 -0.2 0.3
-0.5 0.3 -0.5
0.1 -0.1 -0.2
-0.1 0.0 0.0
0.1 -0.1 0.0
-0.1 -0.2 0.0
0.1 0.1 0.0

## Properties
LUMO level (eV): 0.3
Molar mass (g mol⁻¹): 83.09
Energy above the lowest of the compared OMol25 structures with the same formula, charge and spin (kcal/mol): 112.01
Calculated total energy (eV): -7761.6691
Gap between HOMO and LUMO (eV): 9.186
HOMO (eV): -8.89



[3]
Molecular formula: C4H5NO
Method: DFT, the ωB97M-V functional and the def2-TZVPD basis

Last column: Mulliken charge in e.
Atoms and positions in Å:
O 1.983 -0.779 -0.444  -0.24
N -0.509 -1.499 0.039  -0.40
C 1.594 0.221 -0.037  0.80
C -0.032 1.630 0.343  -0.49
C -1.646 -1.186 -0.426  -0.29
C 1.339 1.475 0.444  -0.57
H 2.233 2.046 0.728  0.30
H -0.395 2.619 0.729  0.21
H -0.301 -2.485 -0.130  0.20
H -1.942 -0.138 -0.335  0.23
H -2.325 -1.903 -0.912  0.24

Atomic forces in eV per Å
-0.5 1.3 0.4
-0.6 -0.2 -0.1
1.2 -1.3 -0.6
0.0 0.6 0.4
0.2 0.0 0.1
-0.4 -0.1 -0.1
-0.4 0.2 0.2
0.5 -0.5 -0.3
-0.1 0.0 0.1
-0.1 -0.2 0.0
0.2 0.2 0.1

## Properties
LUMO level (eV): 0.5
Molar mass (g mol⁻¹): 83.09
Energy above the lowest of the compared OMol25 structures with the same formula, charge and spin (kcal/mol): 112.20
Calculated total energy (eV): -7761.6611
Gap between HOMO and LUMO (eV): 8.717
HOMO (eV): -8.23



[4]
Molecular formula: C4H5NO
Method: DFT, the ωB97M-V functional and the def2-TZVPD basis

Last column: Mulliken charge in e.
Atoms and positions in Å:
O 1.052 0.386 1.488  -0.43
N -1.504 -0.523 -2.196  -0.41
C 0.152 -0.218 0.553  -0.08
C -1.284 -0.175 -1.118  0.11
C 1.591 -0.206 0.299  -0.24
C -0.992 0.615 0.080  -0.09
H -1.840 0.459 0.763  0.21
H -0.477 -1.278 0.155  0.18
H 2.071 0.401 -0.463  0.24
H -0.866 1.684 -0.108  0.27
H 2.099 -1.145 0.547  0.23

Atomic forces in eV per Å
-0.8 -1.3 0.4
0.2 -0.4 0.6
-0.7 -1.5 -1.3
-1.3 1.7 -2.1
-0.1 0.0 -0.3
-0.1 0.1 -0.4
0.3 0.2 0.0
2.4 0.9 3.3
-0.1 0.3 0.3
0.1 -0.2 -0.1
-0.1 0.2 -0.4

## Properties
SMILES: N#CC[C@H]1CO1
LUMO level (eV): 0.8
Molar mass (g mol⁻¹): 83.09
Energy above the lowest of the compared OMol25 structures with the same formula, charge and spin (kcal/mol): 87.85
Calculated total energy (eV): -7762.7170
Gap between HOMO and LUMO (eV): 11.232
HOMO (eV): -10.43



[5]
Molecular formula: C4H5NO
Method: DFT, the ωB97M-V functional and the def2-TZVPD basis

Last column: Mulliken charge in e.
Atoms and positions in Å:
O -2.796 -0.350 0.183  -0.34
N -0.814 0.900 -0.186  -0.14
C 0.518 0.526 -0.397  -0.18
C 0.481 -0.960 -0.661  -0.61
C -1.696 -0.078 -0.081  0.24
C 1.015 -0.516 0.600  -0.50
H 0.324 -0.766 1.387  0.19
H 0.852 -1.614 -1.376  0.30
H 2.042 -0.378 0.823  0.29
H -0.922 1.772 0.304  0.24
H 0.996 1.463 -0.596  0.51

Atomic forces in eV per Å
-0.2 0.1 0.2
-1.8 1.0 0.7
-0.3 -1.8 0.5
-2.1 1.9 -0.2
2.4 -1.4 -1.3
-0.8 0.7 0.7
0.4 0.3 1.0
0.7 -0.8 -1.3
1.0 -0.5 0.2
-0.8 0.6 0.3
1.5 -0.3 -0.8

## Properties
LUMO level (spin up / spin down) (eV): 0.3 / 0.3
Molar mass (g mol⁻¹): 83.09
Energy above the lowest of the compared OMol25 structures with the same formula, charge and spin (kcal/mol): 109.13
Calculated total energy (eV): -7761.7940
Gap between HOMO and LUMO (spin up / spin down) (eV): 8.394 / 8.045
HOMO (spin up / spin down) (eV): -8.07 / -7.79



[6]
Molecular formula: C4H5NO
Method: DFT, the ωB97M-V functional and the def2-TZVPD basis

Last column: Mulliken charge in e.
Atoms and positions in Å:
O 0.735 0.574 1.236  -0.39
N -2.154 0.827 -0.649  -0.67
C -1.262 0.278 0.040  0.49
C 1.284 0.288 -0.082  -0.30
C -0.366 -0.265 0.991  -0.01
C 0.062 -0.543 -0.463  -0.61
H 0.219 -1.593 -0.733  0.29
H -0.675 -1.025 1.691  0.36
H 2.223 -0.270 0.027  0.23
H -1.636 0.504 -1.472  0.38
H 1.492 1.208 -0.638  0.22

Atomic forces in eV per Å
0.3 0.3 0.5
0.6 -0.5 0.4
1.7 -1.0 -1.7
0.2 0.3 0.0
-0.1 -0.3 1.1
-0.2 -0.1 0.9
-0.6 0.5 -0.4
0.1 0.0 0.5
-0.2 0.0 -0.1
-1.6 1.0 -1.4
-0.1 -0.1 0.0

## Properties
LUMO level (eV): 0.7
Molar mass (g mol⁻¹): 83.09
Energy above the lowest of the compared OMol25 structures with the same formula, charge and spin (kcal/mol): 110.22
Calculated total energy (eV): -7761.7469
Gap between HOMO and LUMO (eV): 9.845
HOMO (eV): -9.10